The following is a DFT calculation (ωB97M-V/def2-TZVPD) of C2H4NO5S2 as an isolated structure.

Calculated values
F_max: 0.0870 hartree/bohr
E_HOMO (spin up / spin down): -5.372 / -4.928 eV
orbital gap (spin up / spin down): 8.43 / 8.03 eV
lowest unoccupied orbital energy (spin up / spin down): 3.06 / 3.10 eV

ORCA input file:
```
! RIJCOSX wB97M-V def2-TZVPD def2/J DEFGRID3
* xyz -1 1
C -0.459 -0.189 0.203
C 0.373 0.768 -0.498
N 2.569 -0.014 -0.498
O 2.347 2.579 -0.356
O 4.410 1.462 -1.211
O 2.310 1.482 -2.451
O 0.863 2.082 1.591
O 0.029 3.415 -0.317
S 3.004 1.268 -1.225
S 0.913 2.326 0.147
H -0.371 -0.294 1.215
H -1.551 -0.104 -0.091
H -0.354 -1.249 -0.212
H 0.083 0.724 -1.586
*
```

***

The following is a DFT calculation (ωB97M-V/def2-TZVPD) of a 2-piece molecular cluster, C2H4NP overall.

Calculated values
F_max: 0.0724 hartree/bohr
E_HOMO (spin up / spin down): -8.332 / -8.218 eV
orbital gap (spin up / spin down): 8.47 / 7.56 eV
lowest unoccupied orbital energy (spin up / spin down): 0.13 / -0.66 eV

ORCA input file:
```
! RIJCOSX wB97M-V def2-TZVPD def2/J DEFGRID3
* xyz 0 1
C -0.584 -0.418 1.723
C -0.734 -0.921 0.454
N -1.596 0.093 1.186
P 1.223 0.409 -1.313
H 0.169 0.105 2.384
H -0.994 -1.801 -0.066
H 0.417 1.484 -0.996
H 0.667 0.046 -2.604
*
```

***

The following is a DFT calculation (ωB97M-V/def2-TZVPD) of a 2-piece molecular cluster, C2H4NP overall.

Calculated values
F_max: 0.0761 hartree/bohr
E_HOMO (spin up / spin down): -8.814 / -8.814 eV
orbital gap (spin up / spin down): 9.36 / 9.36 eV
lowest unoccupied orbital energy (spin up / spin down): 0.55 / 0.55 eV

ORCA input file:
```
! RIJCOSX wB97M-V def2-TZVPD def2/J DEFGRID3
* xyz 0 1
C 0.077 0.586 0.788
C -0.886 1.071 -0.170
N -1.019 1.004 1.267
P 1.741 -0.104 0.880
H -1.074 1.964 -0.710
H -1.561 -0.374 -1.279
H 1.666 -1.111 -0.225
H 1.231 -1.022 1.625
*
```

***

The following is a DFT calculation (ωB97M-V/def2-TZVPD) of one molecule with the formula C2H4NP.

Calculated values
F_max: 0.0808 hartree/bohr
E_HOMO: -8.680 eV
SMILES: [H]/N=C1/CP1
orbital gap: 9.70 eV
lowest unoccupied orbital energy: 1.02 eV

ORCA input file:
```
! RIJCOSX wB97M-V def2-TZVPD def2/J DEFGRID3
* xyz 0 1
H 2.151 -1.468 0.009
N 1.639 -0.781 -0.383
C 0.471 -0.518 -0.115
C -0.593 0.276 -0.566
P -0.990 -0.738 0.934
H -0.496 1.357 -0.757
H -1.053 -0.156 -1.381
H -0.368 0.090 1.815
*
```

***

The following is a DFT calculation (ωB97M-V/def2-TZVPD) of one molecule with the formula C2H4NP.

Calculated values
F_max: 0.1073 hartree/bohr
E_HOMO: -9.139 eV
SMILES: CC1=[PH]=N1
orbital gap: 10.05 eV
lowest unoccupied orbital energy: 0.91 eV

ORCA input file:
```
! RIJCOSX wB97M-V def2-TZVPD def2/J DEFGRID3
* xyz 0 1
C -0.951 -0.441 0.427
C 0.241 0.250 0.270
P 1.809 0.109 -0.585
N 1.099 1.087 0.722
H -0.790 -1.503 0.310
H -1.574 -0.270 -0.405
H -1.420 -0.078 1.259
H 1.585 0.846 -1.998
*
```

***

The following is a DFT calculation (ωB97M-V/def2-TZVPD) of one molecule with the formula C2H4NP.

Calculated values
F_max: 0.0942 hartree/bohr
E_HOMO (spin up / spin down): -8.926 / -8.927 eV
SMILES: [H]/N=C/C=P\[H]
orbital gap (spin up / spin down): 7.91 / 7.91 eV
lowest unoccupied orbital energy (spin up / spin down): -1.02 / -1.02 eV

ORCA input file:
```
! RIJCOSX wB97M-V def2-TZVPD def2/J DEFGRID3
* xyz 0 1
H 1.716 -0.807 0.877
N 0.775 -1.105 0.491
C 0.590 -0.079 -0.388
C -0.707 0.671 -0.555
P -1.971 0.065 0.509
H -0.884 -0.742 0.727
H 1.441 0.386 -0.765
H -0.960 1.612 -0.896
*
```

***

The following is a DFT calculation (ωB97M-V/def2-TZVPD) of C2H4NP as an isolated structure.

Calculated values
F_max: 0.0967 hartree/bohr
E_HOMO: -9.209 eV
orbital gap: 9.56 eV
lowest unoccupied orbital energy: 0.35 eV

ORCA input file:
```
! RIJCOSX wB97M-V def2-TZVPD def2/J DEFGRID3
* xyz 0 1
C 0.990 -0.339 0.376
C -0.809 0.293 0.239
N 1.506 -0.380 -0.731
P -2.156 -0.434 -0.451
H 1.283 -0.592 1.410
H -0.564 1.342 0.508
H 2.588 -0.598 -0.818
H -2.839 0.707 -0.532
*
```

***

The following is a DFT calculation (ωB97M-V/def2-TZVPD) of one molecule with the formula C2H4NP.

Calculated values
F_max: 0.0621 hartree/bohr
E_HOMO: -9.484 eV
SMILES: PC1=NC1
orbital gap: 10.46 eV
lowest unoccupied orbital energy: 0.98 eV

ORCA input file:
```
! RIJCOSX wB97M-V def2-TZVPD def2/J DEFGRID3
* xyz 0 1
P 1.804 -0.065 -0.111
C 0.063 -0.217 -0.120
N -1.017 -0.876 -0.116
C -1.186 0.541 -0.234
H 1.761 -1.416 -0.007
H 1.606 0.057 1.211
H -1.611 1.015 0.610
H -1.420 0.961 -1.233
*
```

***

The following is a DFT calculation (ωB97M-V/def2-TZVPD) of one molecule with the formula C2H4NP.

Calculated values
F_max: 0.0563 hartree/bohr
E_HOMO: -9.983 eV
SMILES: N#CCP
orbital gap: 10.51 eV
lowest unoccupied orbital energy: 0.53 eV

ORCA input file:
```
! RIJCOSX wB97M-V def2-TZVPD def2/J DEFGRID3
* xyz 0 1
N -2.453 0.420 -0.250
C -1.408 -0.089 -0.105
C 0.057 -0.736 0.048
P 1.430 0.583 -0.182
H 0.096 -1.446 0.979
H 0.120 -1.431 -0.940
H 1.750 1.122 1.050
H 0.408 1.577 -0.599
*
```

***

The following is a DFT calculation (ωB97M-V/def2-TZVPD) of a 2-piece molecular cluster, C2H4NP overall.

Calculated values
F_max: 0.0408 hartree/bohr
E_HOMO: -10.302 eV
SMILES: C#P.C=N
orbital gap: 10.72 eV
lowest unoccupied orbital energy: 0.41 eV

ORCA input file:
```
! RIJCOSX wB97M-V def2-TZVPD def2/J DEFGRID3
* xyz 0 1
C 1.857 -1.169 -0.656
P 3.366 -0.842 -0.720
H 0.768 -1.392 -0.513
C -0.967 -0.129 0.372
N -2.084 0.176 -0.076
H -0.272 0.606 0.800
H -0.540 -1.105 0.299
H -2.175 1.156 -0.013
*
```

***

The following is a DFT calculation (ωB97M-V/def2-TZVPD) of one molecule with the formula C2H4NPS.

Calculated values
F_max: 0.0775 hartree/bohr
E_HOMO: -8.655 eV
SMILES: C=NPC=S
orbital gap: 7.94 eV
lowest unoccupied orbital energy: -0.72 eV

ORCA input file:
```
! RIJCOSX wB97M-V def2-TZVPD def2/J DEFGRID3
* xyz 0 1
C 0.702 -1.320 0.567
N 1.180 -0.311 0.016
P 0.530 1.206 0.294
C -1.199 0.767 -0.401
S -2.142 -0.448 -0.002
H -0.244 -1.319 1.284
H 1.237 -2.157 0.165
H 1.319 2.016 -0.677
H -1.382 1.566 -1.244
*
```

***

The following is a DFT calculation (ωB97M-V/def2-TZVPD) of one molecule with the formula C2H4O2.

Calculated values
F_max: 0.0521 hartree/bohr
E_HOMO: -10.016 eV
SMILES: O=CCO
orbital gap: 10.63 eV
lowest unoccupied orbital energy: 0.61 eV

ORCA input file:
```
! RIJCOSX wB97M-V def2-TZVPD def2/J DEFGRID3
* xyz 0 1
O 1.160 1.569 -0.219
C 0.998 0.379 -0.153
C -0.313 -0.356 -0.156
O -1.456 0.447 -0.244
H 1.827 -0.336 0.023
H -0.332 -0.798 0.887
H -0.342 -1.204 -0.843
H -1.543 0.298 0.705
*
```

***

The following is a DFT calculation (ωB97M-V/def2-TZVPD) of one molecule with the formula C2H4O2.

Calculated values
F_max: 0.1559 hartree/bohr
E_HOMO: -9.760 eV
SMILES: O/C=C/O
orbital gap: 10.59 eV
lowest unoccupied orbital energy: 0.83 eV

ORCA input file:
```
! RIJCOSX wB97M-V def2-TZVPD def2/J DEFGRID3
* xyz 0 1
O 1.692 -0.472 0.309
C 0.131 -0.604 -0.163
C -0.131 0.604 0.164
O -1.692 0.472 -0.309
H 2.153 0.102 -0.323
H -0.177 -1.630 -0.107
H 0.177 1.630 0.107
H -2.153 -0.102 0.323
*
```

***

The following is a DFT calculation (ωB97M-V/def2-TZVPD) of one molecule with the formula C2H4O2.

Calculated values
F_max: 0.1318 hartree/bohr
E_HOMO: -10.130 eV
SMILES: O=CCO
orbital gap: 10.26 eV
lowest unoccupied orbital energy: 0.13 eV

ORCA input file:
```
! RIJCOSX wB97M-V def2-TZVPD def2/J DEFGRID3
* xyz 0 1
O 1.301 -1.040 0.082
C 1.017 0.217 -0.130
C -0.562 0.344 0.048
O -1.120 -0.940 -0.033
H 1.714 1.260 -0.173
H -0.721 0.899 1.091
H -1.215 1.007 -0.646
H -0.413 -1.747 -0.239
*
```

***

The following is a DFT calculation (ωB97M-V/def2-TZVPD) of one molecule with the formula C2H4O2.

Calculated values
F_max: 0.0700 hartree/bohr
E_HOMO: -10.460 eV
SMILES: O[C@H]1CO1
orbital gap: 11.46 eV
lowest unoccupied orbital energy: 1.00 eV

ORCA input file:
```
! RIJCOSX wB97M-V def2-TZVPD def2/J DEFGRID3
* xyz 0 1
O -0.381 0.736 1.402
C -0.384 -0.381 0.326
C 0.158 0.009 -1.005
O 0.693 -1.055 -0.116
H 0.514 1.086 1.660
H -1.327 -0.887 0.673
H -0.082 -0.415 -1.954
H 0.809 0.908 -0.988
*
```

***

The following is a DFT calculation (ωB97M-V/def2-TZVPD) of an isolated ion of composition C2H4O2 and charge +1.

Calculated values
F_max: 0.0935 hartree/bohr
E_HOMO (spin up / spin down): -19.893 / -19.709 eV
<S²>: 0.76
orbital gap (spin up / spin down): 14.35 / 9.02 eV
lowest unoccupied orbital energy (spin up / spin down): -5.54 / -10.69 eV

ORCA input file:
```
! RIJCOSX wB97M-V def2-TZVPD def2/J DEFGRID3
* xyz 1 2
O -0.429 -1.168 -0.223
C -0.037 -0.087 0.071
O -0.014 0.347 1.388
C 0.406 0.763 -1.196
H -0.185 -0.444 1.930
H -0.551 1.186 -1.761
H 1.045 0.165 -1.835
H 1.027 1.604 -0.906
*
```

***

The following is a DFT calculation (ωB97M-V/def2-TZVPD) of one molecule with the formula C2H4O2S.

Calculated values
F_max: 0.0690 hartree/bohr
E_HOMO (spin up / spin down): -8.365 / -7.451 eV
orbital gap (spin up / spin down): 8.94 / 6.75 eV
lowest unoccupied orbital energy (spin up / spin down): 0.58 / -0.70 eV

ORCA input file:
```
! RIJCOSX wB97M-V def2-TZVPD def2/J DEFGRID3
* xyz 0 1
C -0.128 -0.478 -0.746
C -0.373 -1.078 0.651
O 1.075 3.222 -0.710
O 0.300 0.790 -0.783
S 0.556 2.205 0.134
H -0.042 -1.113 -1.620
H -0.209 -0.262 1.276
H 0.263 -1.896 0.980
H -1.442 -1.389 0.817
*
```

***

The following is a DFT calculation (ωB97M-V/def2-TZVPD) of one molecule with the formula C2H4O2S.

Calculated values
F_max: 0.0512 hartree/bohr
E_HOMO: -8.804 eV
orbital gap: 8.73 eV
lowest unoccupied orbital energy: -0.08 eV

ORCA input file:
```
! RIJCOSX wB97M-V def2-TZVPD def2/J DEFGRID3
* xyz 0 1
C 0.850 -0.087 0.028
C -1.469 -0.061 -0.182
O 3.357 0.050 0.603
O -0.236 0.260 -0.761
S 2.388 0.216 -0.493
H 0.495 -0.120 1.120
H -1.761 -1.043 -0.460
H -2.258 0.523 -0.770
H -1.366 0.262 0.915
*
```

***

The following is a DFT calculation (ωB97M-V/def2-TZVPD) of a 2-piece molecular cluster, C2H4O2S2 overall.

Calculated values
F_max: 0.0473 hartree/bohr
E_HOMO: -9.158 eV
orbital gap: 7.71 eV
lowest unoccupied orbital energy: -1.45 eV

ORCA input file:
```
! RIJCOSX wB97M-V def2-TZVPD def2/J DEFGRID3
* xyz 0 1
C -0.606 0.584 2.075
C 0.081 -1.298 -0.105
O 1.184 1.386 -0.706
O -0.677 1.752 -2.380
S -1.120 -0.083 0.695
S -0.064 2.023 -1.078
H 0.517 0.237 2.274
H -0.626 -1.955 -0.632
H 0.564 -2.007 0.553
H 0.748 -0.638 -0.695
*
```

***

The following is a DFT calculation (ωB97M-V/def2-TZVPD) of a 2-piece molecular cluster, C2H4O3 overall.

Calculated values
F_max: 0.0697 hartree/bohr
E_HOMO: -9.712 eV
SMILES: O=CO.C=O
orbital gap: 10.11 eV
lowest unoccupied orbital energy: 0.40 eV

ORCA input file:
```
! RIJCOSX wB97M-V def2-TZVPD def2/J DEFGRID3
* xyz 0 1
O -0.443 0.176 -0.803
C -0.551 -0.394 -1.834
O 0.248 -1.492 -2.018
H -1.350 -0.173 -2.572
H 0.430 -1.580 -3.030
C 0.454 0.914 2.558
O 1.191 0.502 3.403
H 0.166 1.855 2.217
H -0.142 0.192 2.080
*
```